Entry 1:
{
  "formula": "C29H48N3O22S",
  "method": "ωB97M-V/def2-TZVPD",
  "e_lumo_ev": -5.3827,
  "homo_ev": -11.68,
  "gap_ev": 6.3,
  "total_charge": 1,
  "symbols": ["N", "C", "N", "O", "N", "S", "H", "H", "H", "H", "H", "H", "C", "C", "C", "O", "C", "O", "O", "H", "H", "H", "H", "H", "H", "C", "C", "C", "O", "C", "O", "O", "H", "H", "H", "H", "H", "H", "C", "C", "C", "O", "C", "O", "O", "H", "H", "H", "H", "H", "H", "C", "C", "C", "O", "C", "O", "O", "H", "H", "H", "H", "H", "H", "C", "C", "C", "O", "C", "O", "O", "H", "H", "H", "H", "H", "H", "C", "C", "C", "O", "C", "O", "O", "H", "H", "H", "H", "H", "H", "C", "C", "C", "O", "C", "O", "O", "H", "H", "H", "H", "H", "H"],
  "coordinates": [[-2.51838, 1.41025, -1.61301], [-2.80230, 0.28631, -0.98003], [-4.12784, -0.00292, -0.82618], [-4.44963, -1.30037, -1.25130], [-1.74045, -0.48568, -0.50192], [-1.81675, -0.63987, 1.22742], [-2.84593, 1.56483, -2.57260], [-1.96244, 2.10766, -1.13369], [-4.43025, 0.13578, 0.13360], [-3.81704, -1.62063, -1.92721], [-1.66864, -1.39495, -0.95235], [-2.74122, -1.61893, 1.37190], [-7.30758, 2.71385, -5.22067], [-5.95588, 2.31104, -5.75128], [-5.78848, 0.83457, -6.00911], [-4.36833, 0.66582, -5.83023], [-3.96265, 1.60957, -4.97412], [-2.87849, 1.62524, -4.45155], [-4.91105, 2.53357, -4.76968], [-7.31281, 3.76840, -4.94880], [-8.07891, 2.54187, -5.96980], [-7.55542, 2.14820, -4.32112], [-5.70619, 2.89765, -6.63775], [-6.08950, 0.53367, -7.00874], [-6.30218, 0.21158, -5.27351], [1.08490, 1.17852, 0.92891], [2.55167, 1.36237, 1.22955], [3.09459, 0.46025, 2.31105], [4.18051, 1.23446, 2.83086], [3.87175, 2.54478, 2.63125], [4.44678, 3.45495, 3.12216], [2.80788, 2.65938, 1.79400], [0.74463, 1.93994, 0.22598], [0.90100, 0.19480, 0.49850], [0.48778, 1.28773, 1.83635], [3.13788, 1.27368, 0.31103], [3.44149, -0.49568, 1.93133], [2.37662, 0.28772, 3.11859], [7.23402, -2.50678, 4.62667], [6.34997, -2.82476, 3.44732], [5.07286, -2.02673, 3.38798], [4.19091, -2.90884, 2.67531], [4.61216, -4.18046, 2.92940], [3.98737, -5.15338, 2.66868], [5.82723, -4.16860, 3.52394], [8.07417, -3.19856, 4.67034], [7.61990, -1.49029, 4.55467], [6.68264, -2.60936, 5.56224], [6.91565, -2.73900, 2.51528], [5.18636, -1.08437, 2.86229], [4.64744, -1.84073, 4.37547], [-1.04585, -2.63027, -8.10106], [-1.40904, -1.63373, -9.17283], [-0.98634, -0.21247, -8.88565], [-1.96167, 0.54276, -9.61687], [-3.08777, -0.20943, -9.67911], [-4.14962, 0.19321, -10.02365], [-2.83705, -1.48134, -9.28142], [-1.48249, -3.60375, -8.32074], [0.03584, -2.74000, -8.02856], [-1.43586, -2.31365, -7.13240], [-1.03453, -1.96814, -10.14382], [0.01780, 0.01720, -9.23273], [-1.07172, 0.04684, -7.82710], [0.49882, 0.02071, 6.76895], [1.93540, -0.25089, 6.39758], [2.26489, -1.70778, 6.16689], [3.65986, -1.75567, 6.49608], [3.88896, -0.76622, 7.40689], [4.88021, -0.65758, 8.04168], [2.82066, 0.06862, 7.48049], [0.36400, 1.06919, 7.03211], [-0.16628, -0.22151, 5.93929], [0.20732, -0.56846, 7.63865], [2.22762, 0.36149, 5.53743], [2.10182, -2.02819, 5.13868], [1.72754, -2.37785, 6.84131], [6.60334, 5.26996, 4.44098], [6.46168, 6.54750, 5.22853], [5.07831, 6.79438, 5.77906], [5.03442, 8.22578, 5.85107], [5.86756, 8.70241, 4.88929], [5.91159, 9.83275, 4.53634], [6.63591, 7.70285, 4.38713], [7.58902, 5.21510, 3.97818], [6.46895, 4.40093, 5.08398], [5.87135, 5.22811, 3.63994], [7.21510, 6.59504, 6.02005], [4.92077, 6.35428, 6.76074], [4.29043, 6.45795, 5.10046], [-7.17074, -5.78924, -0.83608], [-6.73714, -4.82048, -1.90631], [-6.37533, -5.45358, -3.22751], [-5.42462, -4.50728, -3.75472], [-4.84058, -3.91070, -2.70849], [-3.85548, -3.22932, -2.79134], [-5.48606, -4.17631, -1.56340], [-7.29973, -5.27543, 0.11559], [-8.11254, -6.26376, -1.10775], [-6.41641, -6.56201, -0.68477], [-7.48791, -4.03691, -2.03559], [-7.22099, -5.56681, -3.89945], [-5.87326, -6.41584, -3.11348]]
}

---

Entry 2:
{
  "formula": "C29H49As3Cl2CrN2O4PS3",
  "method": "ωB97M-V/def2-TZVPD",
  "s2": 0.766,
  "e_lumo_ev": [-0.8991, -0.5347],
  "multiplicity": 2,
  "homo_ev": [-8.00, -7.97],
  "gap_ev": [7.1, 7.4],
  "symbols": ["Cr", "C", "As", "C", "C", "C", "C", "C", "As", "C", "C", "C", "As", "C", "C", "H", "H", "H", "H", "H", "H", "H", "H", "H", "H", "H", "H", "H", "H", "H", "H", "H", "H", "H", "H", "H", "H", "H", "H", "H", "H", "H", "Cl", "C", "C", "C", "Cl", "C", "O", "C", "C", "O", "C", "H", "H", "H", "C", "C", "C", "C", "N", "C", "S", "N", "H", "H", "H", "H", "H", "C", "C", "C", "O", "P", "S", "S", "O", "C", "C", "C", "H", "H", "H", "H", "H", "H", "H", "H", "H", "H", "H", "H", "H", "H"],
  "coordinates": [[-0.17929, -1.22425, -0.61538], [0.56242, -1.52666, 3.05236], [0.93214, -0.44857, 1.47545], [2.85168, -0.78075, 1.40488], [1.10868, 1.41876, 2.07300], [0.06143, 2.21146, 2.88233], [-0.02332, 1.64553, 4.30044], [-1.30332, 2.22279, 2.20047], [-2.37334, 0.57616, 2.28151], [-3.77286, 1.22389, 1.06540], [-3.35759, 0.91072, 3.94592], [0.63085, 3.64968, 2.93598], [-0.26348, 5.26983, 3.65455], [-1.55527, 5.64365, 2.21788], [-1.54648, 4.63241, 4.99788], [1.08658, -1.12541, 3.91886], [0.93538, -2.52875, 2.83734], [-0.50712, -1.57272, 3.24829], [3.27755, -0.61033, 2.39447], [3.31556, -0.11579, 0.67854], [3.02007, -1.81188, 1.10034], [1.32109, 1.94157, 1.13435], [2.04066, 1.41568, 2.64649], [-0.33774, 0.60035, 4.29378], [-0.73752, 2.19962, 4.90727], [0.95036, 1.69513, 4.79420], [-1.17807, 2.42829, 1.13909], [-1.92613, 3.01534, 2.61687], [-4.34658, 2.02144, 1.53949], [-4.45069, 0.41632, 0.78898], [-3.30498, 1.60701, 0.16073], [-3.61697, 1.96684, 4.03534], [-2.77989, 0.60371, 4.81567], [-4.27721, 0.32532, 3.91761], [0.87029, 3.97291, 1.91638], [1.58887, 3.61750, 3.46410], [-1.07038, 5.50751, 1.25117], [-1.86251, 6.68546, 2.30022], [-2.43974, 5.01028, 2.25974], [-1.02176, 4.26037, 5.87640], [-2.22228, 3.86540, 4.62297], [-2.13402, 5.50076, 5.29766], [-3.75638, 2.35582, -5.73663], [-2.95720, 1.73014, -4.32953], [-2.37393, 2.61063, -3.42522], [-1.74983, 2.13343, -2.29396], [-0.96165, 3.27490, -1.25749], [-1.69264, 0.75729, -1.99454], [-1.19278, 0.33487, -0.84981], [-2.20170, -0.10346, -2.98739], [-1.92063, -1.52299, -2.95570], [-1.15911, -2.07223, -2.16716], [-2.85448, 0.37876, -4.12477], [-2.39909, 3.67494, -3.61244], [-2.41803, -2.14551, -3.70889], [-3.23162, -0.31872, -4.86125], [-2.90402, -6.16255, 1.89471], [-2.41670, -4.84878, 1.36684], [-3.24719, -3.72473, 1.34282], [-2.70839, -2.54808, 0.87255], [-1.44070, -2.49412, 0.47715], [-0.71518, -3.62925, 0.49201], [0.85288, -3.35433, -0.17009], [-1.16037, -4.80311, 0.93123], [-2.77802, -6.18993, 2.97916], [-2.31941, -6.97264, 1.46609], [-3.96132, -6.31009, 1.67873], [-4.27388, -3.77363, 1.67408], [-3.27897, -1.63039, 0.80731], [2.87019, -4.30196, -4.35514], [2.86951, -3.34437, -3.18433], [3.89132, -3.68286, -2.12080], [3.20072, -2.02204, -3.68719], [2.06875, -0.88970, -3.71855], [0.60813, -1.24220, -4.92327], [1.70834, -0.42728, -1.72620], [2.93086, 0.34486, -4.22108], [4.15342, 0.75465, -3.54877], [3.96267, 2.18784, -3.10099], [5.29056, 0.56948, -4.52983], [2.65280, -5.31357, -4.00942], [3.84871, -4.30169, -4.83829], [2.11749, -4.00671, -5.08497], [1.86978, -3.30823, -2.73829], [4.89213, -3.70605, -2.55663], [3.67468, -4.65782, -1.68348], [3.87348, -2.93582, -1.32742], [4.30443, 0.10781, -2.68148], [3.71947, 2.81609, -3.95895], [4.87793, 2.56464, -2.64146], [3.15025, 2.25592, -2.37810], [5.11869, 1.17477, -5.42078], [5.36773, -0.47546, -4.82673], [6.23328, 0.87691, -4.07481]]
}

---

Entry 3:
{
  "formula": "C29H49AsF5N5OSSi3Sn",
  "method": "ωB97M-V/def2-TZVPD",
  "e_lumo_ev": -6.0785,
  "homo_ev": -13.79,
  "gap_ev": 7.7,
  "total_charge": 2,
  "symbols": ["Sn", "F", "C", "C", "F", "C", "F", "C", "S", "C", "F", "C", "F", "C", "O", "Si", "C", "C", "C", "Si", "C", "C", "C", "Si", "C", "C", "C", "H", "H", "H", "H", "H", "H", "H", "H", "H", "H", "H", "H", "H", "H", "H", "H", "H", "H", "H", "H", "H", "H", "H", "H", "H", "H", "H", "N", "C", "C", "N", "H", "H", "H", "H", "H", "H", "H", "H", "H", "N", "C", "N", "C", "N", "C", "As", "C", "C", "C", "C", "C", "C", "C", "C", "H", "H", "H", "H", "H", "H", "H", "H", "H", "H", "H", "H", "H"],
  "coordinates": [[0.37126, -0.95029, 0.15288], [-4.07956, -5.66877, 2.75730], [-3.46011, -4.52893, 2.53817], [-2.07609, -4.49355, 2.45592], [-1.37133, -5.60493, 2.58932], [-1.43553, -3.28933, 2.23354], [-0.09721, -3.29177, 2.15341], [-2.13680, -2.10347, 2.06944], [-1.42105, -0.51893, 1.73818], [-3.52406, -2.16826, 2.14956], [-4.24685, -1.05302, 1.98636], [-4.18798, -3.35797, 2.38960], [-5.50848, -3.38099, 2.46674], [2.10624, -1.73688, 3.19941], [1.99063, -1.46951, 1.79101], [3.31197, -0.81676, 0.91369], [4.82519, -1.86867, 1.06596], [3.66852, 0.83883, 1.69118], [2.35103, -0.79489, -0.70145], [2.57034, -2.42821, -1.72966], [4.28717, -2.47491, -2.45547], [1.35788, -2.49322, -3.15675], [2.35833, -3.92719, -0.62290], [2.73569, 0.78651, -1.68828], [4.58781, 1.05305, -1.74940], [1.93716, 2.26655, -0.80651], [2.20071, 0.69227, -3.47378], [2.80424, -2.55744, 3.36044], [1.12975, -2.01940, 3.57947], [2.45714, -0.84513, 3.72000], [5.19040, -1.80746, 2.09385], [5.61784, -1.47269, 0.42761], [4.68421, -2.91778, 0.81860], [4.28103, 0.68891, 2.58334], [2.74303, 1.33947, 1.98397], [4.22730, 1.50721, 1.03877], [4.50264, -1.62395, -3.09831], [4.33332, -3.36540, -3.08942], [5.08098, -2.56134, -1.71506], [1.80012, -2.06357, -4.05419], [0.39937, -2.00217, -2.98150], [1.14644, -3.54317, -3.37529], [3.27296, -4.14944, -0.07452], [2.16589, -4.78968, -1.26820], [1.54529, -3.88004, 0.09916], [5.12343, 0.86540, -0.81953], [4.77827, 2.09397, -2.02517], [5.04570, 0.43034, -2.51593], [2.69898, 2.81936, -0.25445], [1.16805, 1.98056, -0.08153], [1.49624, 2.96275, -1.52268], [2.87080, 0.01521, -4.00436], [2.31305, 1.67496, -3.93908], [1.18811, 0.34493, -3.64750], [-2.21672, 4.75162, 2.23595], [-1.35111, 3.89005, 3.13595], [-0.10309, 3.40010, 2.38288], [0.34424, 2.07299, 2.76726], [-3.07250, 5.04370, 2.71326], [-2.50218, 4.24013, 1.38603], [-1.72677, 5.59895, 1.94133], [-1.98054, 3.05097, 3.42999], [-1.12068, 4.48099, 4.02005], [0.72381, 4.10210, 2.49010], [-0.34883, 3.38225, 1.32001], [-0.42985, 1.42497, 2.86060], [0.84217, 2.07975, 3.64961], [-1.30329, -6.43823, -2.54056], [-1.54281, -5.57705, -1.81645], [-1.82884, -4.59697, -0.95033], [-1.14924, -3.56802, -0.83137], [-0.57151, -2.55181, -0.64338], [-0.99686, 1.78637, -3.19078], [-1.19758, 0.72290, -1.58157], [-2.81518, -0.25991, -1.98180], [-1.69473, 2.18638, -0.35412], [-3.07896, 2.75570, -0.40507], [-3.34700, 3.91821, -1.12918], [-4.63528, 4.43958, -1.17365], [-5.66461, 3.80716, -0.49212], [-5.40524, 2.65351, 0.23926], [-4.12185, 2.13000, 0.28399], [-1.90523, 2.38303, -3.28432], [-0.90091, 1.14616, -4.06392], [-0.12571, 2.43294, -3.11758], [-3.64246, 0.43482, -2.12073], [-3.04497, -0.95552, -1.17719], [-2.64656, -0.81799, -2.90198], [-0.95823, 2.95238, -0.60867], [-1.47979, 1.81446, 0.64224], [-2.54707, 4.41492, -1.66886], [-4.83331, 5.33678, -1.74481], [-6.66742, 4.20959, -0.53128], [-6.20686, 2.15773, 0.77014], [-3.92594, 1.22313, 0.84512]]
}

---

> What is the formula in the first record?

C29H48N3O22S